# C42H45N6O2PbSi

A molecular structure, C42H45N6O2PbSi at a distorted geometry (ωB97M-V/def2-TZVPD, the OMol25 dataset).

Structure (XYZ):
```
97
Properties=species:S:1:pos:R:3:lowdin_charge:R:1
Pb 0.000 0.000 0.000 1.161
C -2.160 2.839 4.246 -0.096
C -1.061 2.183 4.797 -0.085
C -0.464 1.121 4.111 -0.024
C -0.961 0.676 2.877 -0.353
C -2.058 1.364 2.335 -0.030
C -2.656 2.431 3.011 -0.061
N -0.356 -0.324 2.195 -0.066
C -0.876 -1.574 2.325 -0.278
C -1.740 -2.035 3.334 0.011
C -2.188 -3.362 3.365 -0.060
C -1.782 -4.262 2.384 -0.085
C -0.930 -3.830 1.372 -0.008
C -0.476 -2.503 1.351 -0.225
N 0.335 -2.005 0.324 -0.104
N 1.493 -2.470 0.385 0.211
C 2.337 -1.678 -0.406 -0.324
C 3.323 -2.280 -1.180 0.001
C 4.163 -1.477 -1.948 -0.018
C 3.999 -0.097 -1.911 0.006
C 3.001 0.422 -1.103 -0.139
N 2.177 -0.335 -0.356 -0.017
H -2.621 3.667 4.773 0.102
H -0.658 2.493 5.754 0.108
H 0.400 0.616 4.538 0.124
H -2.441 1.052 1.366 0.053
H -3.503 2.938 2.562 0.104
H -2.070 -1.352 4.113 0.119
H -2.854 -3.678 4.161 0.111
H -2.132 -5.288 2.404 0.106
H -0.613 -4.509 0.589 0.113
H 3.421 -3.359 -1.181 0.127
H 4.934 -1.925 -2.566 0.126
H 4.632 0.562 -2.493 0.131
H 2.826 1.491 -1.027 0.090
C -1.265 3.285 -2.082 -0.035
N -0.503 3.997 -1.071 -0.044
C -0.697 5.434 -1.001 -0.155
C 0.422 6.106 -0.242 -0.146
C 0.512 5.433 1.107 -0.158
N 0.674 3.997 0.973 -0.055
C 1.166 3.284 2.139 -0.026
C 0.048 3.264 -0.028 -0.381
O 0.000 2.034 0.000 -0.185
H -1.142 3.783 -3.047 0.098
H -2.321 3.294 -1.794 0.109
H -0.933 2.248 -2.181 0.023
H -1.665 5.618 -0.520 0.134
H -0.739 5.836 -2.020 0.130
H 0.230 7.178 -0.131 0.127
H 1.368 5.988 -0.785 0.124
H -0.393 5.614 1.699 0.135
H 1.368 5.837 1.659 0.129
H 2.062 3.784 2.518 0.101
H 1.421 2.248 1.900 0.036
H 0.387 3.291 2.908 0.081
C -3.448 0.110 -0.170 -0.069
O -2.046 0.000 0.000 -0.295
H -3.882 0.615 0.697 0.106
H -3.882 -0.886 -0.280 0.134
H -3.652 0.696 -1.070 0.034
H -1.897 -0.535 0.822 0.074
C 2.617 -3.533 -4.220 -0.076
C 1.778 -3.722 -3.126 -0.094
C 1.004 -2.663 -2.644 -0.125
C 1.053 -1.393 -3.251 -0.272
C 1.906 -1.226 -4.358 -0.075
C 2.680 -2.286 -4.836 -0.071
Si 0.000 0.000 -2.574 0.732
C 0.679 1.608 -3.252 -0.294
C 0.106 2.264 -4.358 -0.108
C 0.638 3.465 -4.836 -0.080
C 1.751 4.032 -4.223 -0.074
C 2.336 3.399 -3.130 -0.055
C 1.806 2.199 -2.648 -0.104
C -1.732 -0.216 -3.252 -0.247
C -2.014 -1.039 -4.358 -0.069
C -3.320 -1.180 -4.836 -0.068
C -4.368 -0.501 -4.221 -0.066
C -4.112 0.321 -3.127 -0.069
C -2.808 0.462 -2.646 -0.167
H 3.219 -4.356 -4.594 0.112
H 1.723 -4.695 -2.646 0.116
H 0.354 -2.850 -1.790 0.092
H 1.983 -0.267 -4.869 0.111
H 3.334 -2.135 -5.691 0.111
H -0.764 1.852 -4.867 0.118
H 0.179 3.956 -5.690 0.112
H 2.163 4.965 -4.597 0.108
H 3.208 3.837 -2.651 0.110
H 2.295 1.729 -1.795 -0.012
H -1.222 -1.585 -4.868 0.106
H -3.515 -1.822 -5.691 0.109
H -5.382 -0.611 -4.595 0.110
H -4.928 0.855 -2.648 0.120
H -2.645 1.119 -1.792 0.054
H 1.046 1.046 1.046 0.052
```

Values from the calculation:
F_max, eV/Å: 5.9
Calculated total energy, eV: -70427.5360
LUMO (spin up / spin down), eV: -4.0 / -4.0
Orbital gap (spin up / spin down), eV: 5.0 / 4.9
Total charge: +1
HOMO level (spin up / spin down), hartree: -0.3319 / -0.3293